Run P
{
  "formula": "C3H7NOS",
  "method": "wB97M-V/def2-TZVPD",
  "symbols": ["H", "S", "H", "C", "H", "O", "C", "H", "H", "H", "N", "C", "H"],
  "coordinates": [[2.451, -1.860, -0.113], [1.756, -1.980, -1.283], [-2.258, -0.804, -0.073], [-1.776, 0.055, 0.395], [1.744, 2.306, -0.348], [1.605, 0.608, -0.996], [-1.390, -0.109, 1.678], [-0.884, 0.652, 2.296], [-0.042, -0.199, -1.784], [-1.378, -0.953, 2.379], [1.013, 1.724, -0.701], [0.914, -0.409, -1.335], [-1.754, 0.969, -0.117]],
  "nbo_charge": [0.15, 0.00, 0.19, -0.40, 0.30, -0.24, -0.39, 0.18, 0.20, 0.20, -0.42, 0.00, 0.21],
  "lumo_energy_ev": [0.26, 0.22],
  "homo_energy_ha": [-0.31734, -0.28333],
  "homo_lumo_gap_ev": [8.89, 7.93],
  "molar_mass_g_mol": 105.16
}


Run Q
{
  "formula": "C3H7NOS",
  "method": "wB97M-V/def2-TZVPD",
  "symbols": ["C", "N", "H", "H", "O", "C", "H", "C", "H", "H", "H", "S", "H"],
  "coordinates": [[0.315, -1.008, 0.528], [-1.176, 0.820, -0.171], [1.560, 1.571, 0.751], [0.058, -2.094, -0.984], [0.831, -1.808, -0.518], [-0.023, 0.324, 0.016], [1.872, 0.904, -0.929], [1.108, 1.284, -0.181], [-3.330, 0.620, 0.030], [-0.597, -1.401, 1.033], [0.693, 2.214, -0.694], [-2.433, -0.379, -0.138], [1.121, -1.046, 1.256]],
  "nbo_charge": [-0.16, -0.51, 0.22, 0.47, -0.69, 0.24, 0.23, -0.66, 0.13, 0.19, 0.23, 0.10, 0.20],
  "lumo_energy_ev": 0.69,
  "homo_energy_ha": -0.32601,
  "homo_lumo_gap_ev": 9.56,
  "molar_mass_g_mol": 105.16,
  "smiles": "C/C(CO)=N/S"
}


Run R
{
  "formula": "C3H7NOS",
  "method": "wB97M-V/def2-TZVPD",
  "symbols": ["H", "H", "H", "O", "C", "H", "C", "N", "H", "H", "H", "C", "S"],
  "coordinates": [[-1.856, 0.322, 0.741], [-1.242, 1.749, 0.114], [2.794, -0.538, 0.226], [0.127, -0.776, 1.949], [-1.394, 0.725, -0.209], [2.355, -1.679, 1.405], [0.785, -0.457, 0.988], [2.009, -0.998, 0.679], [-0.295, -1.025, -0.620], [0.787, 0.513, -0.930], [-1.558, 1.341, -2.472], [-0.047, 0.015, -0.286], [-2.465, 0.807, -1.586]],
  "nbo_charge": [0.26, 0.21, 0.40, -0.60, -0.60, 0.40, 0.68, -0.85, 0.24, 0.20, 0.12, -0.49, 0.01],
  "lumo_energy_ev": 0.68,
  "homo_energy_ha": -0.33462,
  "homo_lumo_gap_ev": 9.79,
  "molar_mass_g_mol": 105.16,
  "smiles": "NC(=O)CCS"
}


Run S
{
  "formula": "C3H7NOS",
  "method": "wB97M-V/def2-TZVPD",
  "symbols": ["O", "H", "H", "H", "N", "H", "C", "H", "C", "C", "H", "H", "S"],
  "coordinates": [[-0.426, -1.899, 0.956], [1.220, 2.108, 0.281], [-0.880, 1.207, 2.338], [0.733, -1.398, -3.201], [-0.157, -1.144, -2.784], [-0.752, -1.968, -2.724], [-0.434, 1.752, 1.518], [-1.058, 2.505, 1.062], [-0.364, -1.905, -0.333], [0.797, 1.544, 1.097], [-0.206, -1.079, 1.438], [1.444, 0.806, 1.547], [0.082, -0.529, -1.197]],
  "nbo_charge": [-0.64, 0.21, 0.19, 0.37, -0.97, 0.39, -0.39, 0.20, -0.05, -0.40, 0.47, 0.19, 0.44],
  "lumo_energy_ev": 0.73,
  "homo_energy_ha": -0.30844,
  "homo_lumo_gap_ev": 9.13,
  "molar_mass_g_mol": 105.16
}


Computed energies relative to the best structure, in hartree: run P 0.1927; run Q 0.0320; run R 0.0000; run S 0.1084


Run P
{
  "formula": "C3H7NOS",
  "method": "wB97M-V/def2-TZVPD",
  "symbols": ["H", "C", "C", "H", "H", "H", "N", "H", "H", "C", "S", "O", "H"],
  "coordinates": [[2.501, -2.034, 0.991], [-0.801, 0.714, -1.626], [-1.292, 0.655, -0.133], [-1.970, -0.182, 0.030], [-1.546, 1.024, -2.319], [1.977, -0.802, 2.172], [0.830, -0.818, 0.517], [-1.795, 1.564, 0.096], [0.272, -1.005, -1.485], [1.810, -1.230, 1.220], [-0.002, 0.602, 1.142], [-0.447, -0.590, -2.074], [0.055, 1.409, -1.562]],
  "nbo_charge": [0.18, -0.06, -0.56, 0.22, 0.19, 0.14, -0.57, 0.22, 0.50, -0.06, 0.37, -0.75, 0.16],
  "lumo_energy_ev": 0.78,
  "homo_energy_ha": -0.32782,
  "homo_lumo_gap_ev": 9.70,
  "molar_mass_g_mol": 105.16,
  "smiles": "C=NSCCO"
}


Run Q
{
  "formula": "C3H7NOS",
  "method": "wB97M-V/def2-TZVPD",
  "symbols": ["H", "C", "H", "H", "S", "H", "C", "O", "N", "H", "H", "C", "H"],
  "coordinates": [[-1.666, 0.862, 1.729], [-1.779, 0.762, -0.568], [-2.552, -0.545, 0.869], [-2.327, 0.103, -1.279], [0.826, -1.526, -0.072], [-0.393, -0.896, -0.485], [-1.933, 0.397, 0.699], [3.243, 1.251, -0.044], [1.508, -0.058, 0.307], [2.971, -0.390, -1.123], [0.463, -1.673, 1.318], [2.614, 0.322, -0.380], [-0.974, 1.392, -0.971]],
  "nbo_charge": [0.23, -0.43, 0.18, 0.20, 0.54, 0.17, -0.37, -0.58, -0.88, 0.05, 0.16, 0.48, 0.23],
  "lumo_energy_ev": 0.08,
  "homo_energy_ha": -0.32989,
  "homo_lumo_gap_ev": 9.05,
  "molar_mass_g_mol": 105.16
}


Computed energies relative to the best structure, in hartree: run P 0.0000; run Q 0.1054